Record 1
Entry from OMol25: a cluster of 2 separate species, C4H12 in total (ωB97M-V/def2-TZVPD).

Last columns: bonded neighbours and bond lengths (Å).
Positions of all 16 atoms, in Å:
1 C -1.85932 0.95334 1.26587  C2 1.504, H3 1.177, H4 1.075, H5 1.030
2 C -1.40386 1.84569 0.14410  C1 1.504, H6 1.140, H7 1.096, H8 1.155
3 H -2.96942 0.94877 1.65671  C1 1.177
4 H -1.76796 -0.05062 0.89165  C1 1.075
5 H -1.15519 0.90890 2.01597  C1 1.030
6 H -2.01097 1.75157 -0.81615  C2 1.140
7 H -1.47499 2.88489 0.48379  C2 1.096
8 H -0.27972 1.82568 -0.11886  C2 1.155
9 C 2.01964 -1.18706 -0.07572  C10 1.505, H11 1.003, H12 1.071, H13 1.138
10 C 1.28758 -1.64174 -1.30942  C9 1.505, H14 1.103, H15 1.250, H16 1.109
11 H 1.80492 -0.27302 0.27670  C9 1.003
12 H 1.82696 -2.00600 0.58627  C9 1.071
13 H 3.14733 -1.03796 -0.10518  C9 1.138
14 H 1.61317 -1.15239 -2.24252  C10 1.103
15 H 0.18715 -1.05277 -1.24286  C10 1.250
16 H 1.03468 -2.71729 -1.41037  C10 1.109

Properties
gap between HOMO and LUMO: 12.0 eV
calculated total energy: -159.5285 a.u.
SMILES: CC.CC
energy above the lowest of the compared OMol25 structures with the same formula, charge and spin: 148.2 kJ/mol
HOMO level: -10.929 eV

Results of the Mulliken charge analysis, in e, for atoms 1 through 2: atom 1 (C): -0.821, atom 2 (C): -0.740

=====

Record 2
Entry from OMol25: a cluster of 2 separate species, C4H12 in total (ωB97M-V/def2-TZVPD).

Last columns: bonded neighbours and bond lengths (Å).
Positions of all 16 atoms, in Å:
1 C 1.10433 -0.62904 -1.73601  C2 1.488, H3 1.078, H4 1.055, H5 1.109
2 C 0.64928 -1.52122 -0.63603  C1 1.488, H6 1.160, H7 1.040, H8 1.023
3 H 2.00071 -0.97880 -2.22143  C1 1.078
4 H 0.38632 -0.58256 -2.50703  C1 1.055
5 H 1.32024 0.42254 -1.45944  C1 1.109
6 H -0.42514 -1.93885 -0.76861  C2 1.160
7 H 0.75638 -1.00147 0.25806  C2 1.040
8 H 1.26601 -2.31478 -0.44428  C2 1.023
9 C -1.21249 0.64655 1.75885  C10 1.555, H11 1.072, H12 1.113, H13 1.073
10 C -0.56137 1.52067 0.65029  C9 1.555, H14 1.114, H15 1.024, H16 1.141
11 H -2.10109 1.07505 2.17772  C9 1.072
12 H -1.48673 -0.32580 1.29168  C9 1.113
13 H -0.47973 0.27630 2.44967  C9 1.073
14 H -1.05645 2.50605 0.49218  C10 1.114
15 H -0.62290 1.14079 -0.29903  C10 1.024
16 H 0.56384 1.61975 0.80793  C10 1.141

Properties
gap between HOMO and LUMO: 12.6 eV
calculated total energy: -159.5514 a.u.
SMILES: CC.CC
energy above the lowest of the compared OMol25 structures with the same formula, charge and spin: 88.2 kJ/mol
HOMO level: -11.366 eV

Results of the Mulliken charge analysis, in e, for atoms 1 through 2: atom 1 (C): -0.970, atom 2 (C): -0.741

=====

Record 3
Entry from OMol25: a cluster of 2 separate species, C4H12 in total (ωB97M-V/def2-TZVPD).

Last columns: bonded neighbours and bond lengths (Å).
Positions of all 16 atoms, in Å:
1 C 0.70624 1.00323 1.38720  C2 1.581, H3 1.128, H4 1.129, H5 1.257
2 C 1.93212 0.01189 1.27179  C1 1.581, H6 1.172, H7 1.050, H8 1.037
3 H 0.18580 0.70114 2.34172  C1 1.128
4 H 1.13410 2.04719 1.34511  C1 1.129
5 H -0.06494 0.68360 0.44722  C1 1.257
6 H 1.51006 -1.06831 1.43972  C2 1.172
7 H 2.63724 0.28436 2.00119  C2 1.050
8 H 2.33230 -0.02544 0.31608  C2 1.037
9 C -1.74449 -0.23012 -0.83418  C10 1.420, H11 1.193, H12 1.151, H13 1.150
10 C -0.91968 -0.64587 -1.91210  C9 1.420, H14 1.059, H15 1.101, H16 1.130
11 H -2.68764 0.46518 -1.05960  C9 1.193
12 H -1.90321 -1.23072 -0.28828  C9 1.151
13 H -1.35846 0.42818 0.02588  C9 1.150
14 H -0.86009 -0.15280 -2.84785  C10 1.059
15 H -1.08105 -1.73444 -1.94755  C10 1.101
16 H 0.18170 -0.53707 -1.68636  C10 1.130

Properties
gap between HOMO and LUMO: 11.3 eV
calculated total energy: -159.5014 a.u.
SMILES: CC.CC
energy above the lowest of the compared OMol25 structures with the same formula, charge and spin: 219.3 kJ/mol
HOMO level: -10.178 eV

Results of the Mulliken charge analysis, in e, for atoms 1 through 2: atom 1 (C): -0.257, atom 2 (C): -1.026

=====

Record 4
Entry from OMol25: a cluster of 2 separate species, C4H12 in total (ωB97M-V/def2-TZVPD).

Last columns: bonded neighbours and bond lengths (Å).
Positions of all 16 atoms, in Å:
1 C 0.78610 2.02292 -0.16057  C2 1.532, H3 1.205, H4 1.051, H5 1.049
2 C 0.69384 1.65139 -1.64446  C1 1.532, H6 1.148, H7 1.119, H8 1.104
3 H 0.23363 1.09689 0.37814  C1 1.205
4 H 1.75549 1.98030 0.24320  C1 1.051
5 H 0.48072 2.98662 0.12053  C1 1.049
6 H 1.11329 2.56122 -2.20489  C2 1.148
7 H -0.37015 1.54778 -1.97351  C2 1.119
8 H 1.39657 0.82385 -1.84711  C2 1.104
9 C -1.35188 -1.53805 1.19014  C10 1.499, H11 1.101, H12 1.118, H13 1.119
10 C -0.12869 -2.17475 0.60139  C9 1.499, H14 1.088, H15 1.055, H16 1.093
11 H -1.49113 -0.50078 0.84782  C9 1.101
12 H -2.38689 -1.92954 1.03291  C9 1.118
13 H -1.37677 -1.69688 2.29744  C9 1.119
14 H 0.17214 -3.18241 0.88153  C10 1.088
15 H 0.77566 -1.64023 0.70241  C10 1.055
16 H -0.30191 -2.00833 -0.46496  C10 1.093

Properties
gap between HOMO and LUMO: 12.0 eV
calculated total energy: -159.5435 a.u.
SMILES: CC.CC
energy above the lowest of the compared OMol25 structures with the same formula, charge and spin: 108.9 kJ/mol
HOMO level: -10.913 eV

Results of the Mulliken charge analysis, in e, for atoms 1 through 2: atom 1 (C): -0.735, atom 2 (C): -0.775

=====

Record 5
Entry from OMol25: a cluster of 2 separate species, C4H12 in total (ωB97M-V/def2-TZVPD).

Last columns: bonded neighbours and bond lengths (Å).
Positions of all 16 atoms, in Å:
1 C 0.67070 0.50545 -1.91885  C2 1.533, H3 1.095, H4 1.083, H5 1.091
2 C -0.68960 -0.03897 -2.36839  C1 1.533, H6 1.082, H7 1.096, H8 1.089
3 H 1.25461 0.82972 -2.78712  C1 1.095
4 H 0.57042 1.22578 -1.11592  C1 1.083
5 H 1.30651 -0.31280 -1.57797  C1 1.091
6 H -1.25757 0.66747 -2.96002  C2 1.082
7 H -0.54496 -0.91416 -3.01178  C2 1.096
8 H -1.19479 -0.44940 -1.49581  C2 1.089
9 C 0.24764 -0.12167 1.46142  C10 1.511, H11 1.073, H12 1.098, H13 1.084
10 C -0.26792 -0.20193 2.87992  C9 1.511, H14 1.087, H15 1.094, H16 1.094
11 H 0.31180 0.86061 1.03405  C9 1.073
12 H 1.26505 -0.51422 1.33411  C9 1.098
13 H -0.31567 -0.69857 0.73677  C9 1.084
14 H -0.12227 0.64251 3.54831  C10 1.087
15 H 0.10094 -1.05557 3.45553  C10 1.094
16 H -1.33490 -0.42423 2.78577  C10 1.094

Properties
gap between HOMO and LUMO: 12.7 eV
calculated total energy: -159.5719 a.u.
SMILES: CC.CC
energy above the lowest of the compared OMol25 structures with the same formula, charge and spin: 34.4 kJ/mol
HOMO level: -11.568 eV

Results of the Mulliken charge analysis, in e, for atoms 1 through 2: atom 1 (C): -0.769, atom 2 (C): -0.762

=====

Record 6
Entry from OMol25: a cluster of 2 separate species, C4H12 in total (ωB97M-V/def2-TZVPD).

Last columns: bonded neighbours and bond lengths (Å).
Positions of all 16 atoms, in Å:
1 C -2.11588 -0.56565 -0.08334  C2 1.597, H3 1.118, H4 1.098, H5 1.043
2 C -1.74957 0.73466 0.76864  C1 1.597, H6 1.017, H7 1.162, H8 1.132
3 H -3.21080 -0.78878 -0.12134  C1 1.118
4 H -1.65189 -0.45940 -1.07333  C1 1.098
5 H -1.63815 -1.28568 0.49989  C1 1.043
6 H -0.95879 1.31012 0.48818  C2 1.017
7 H -1.63532 0.49601 1.90044  C2 1.162
8 H -2.64982 1.41547 0.67622  C2 1.132
9 C 1.39248 -0.22008 0.12894  C10 1.479, H11 1.170, H12 1.081, H13 1.068
10 C 2.48833 0.02494 -0.83348  C9 1.479, H14 1.093, H15 1.108, H16 1.153
11 H 0.53729 -0.82380 -0.39327  C9 1.170
12 H 1.71544 -0.79156 0.98773  C9 1.081
13 H 0.93642 0.73044 0.30171  C9 1.068
14 H 2.13327 0.33331 -1.81973  C10 1.093
15 H 3.17485 -0.83903 -0.92996  C10 1.108
16 H 3.15535 0.85963 -0.40109  C10 1.153

Properties
gap between HOMO and LUMO: 12.3 eV
calculated total energy: -159.5502 a.u.
SMILES: CC.CC
energy above the lowest of the compared OMol25 structures with the same formula, charge and spin: 91.3 kJ/mol
HOMO level: -11.136 eV

Results of the Mulliken charge analysis, in e, for atoms 1 through 2: atom 1 (C): -0.790, atom 2 (C): -0.884

=====

Record 7
Entry from OMol25: a cluster of 2 separate species, C4H12 in total (ωB97M-V/def2-TZVPD).

Last columns: bonded neighbours and bond lengths (Å).
Positions of all 16 atoms, in Å:
1 C 0.77247 -2.27065 1.47456  C2 1.504, H3 1.090, H4 1.102, H5 1.085
2 C 0.81909 -1.87162 0.02514  C1 1.504, H6 1.108, H7 1.091, H8 1.094
3 H 0.68532 -1.44144 2.17640  C1 1.090
4 H -0.19926 -2.74142 1.69436  C1 1.102
5 H 1.62413 -2.92145 1.64464  C1 1.085
6 H 1.27077 -0.86483 -0.07902  C2 1.108
7 H -0.07294 -1.73052 -0.58645  C2 1.091
8 H 1.60701 -2.37537 -0.54242  C2 1.094
9 C -0.14649 1.74836 -0.49052  C10 1.557, H11 1.093, H12 1.099, H13 1.074
10 C -1.48747 2.36353 -0.98737  C9 1.557, H14 1.083, H15 1.088, H16 1.088
11 H 0.12371 0.97944 -1.21822  C9 1.093
12 H 0.65180 2.49397 -0.61322  C9 1.099
13 H -0.07714 1.38479 0.51773  C9 1.074
14 H -1.45287 2.31881 -2.06880  C10 1.083
15 H -1.50100 3.39232 -0.63237  C10 1.088
16 H -2.33548 1.78377 -0.62853  C10 1.088

Properties
gap between HOMO and LUMO: 12.2 eV
calculated total energy: -159.5620 a.u.
SMILES: CC.CC
energy above the lowest of the compared OMol25 structures with the same formula, charge and spin: 60.4 kJ/mol
HOMO level: -11.081 eV

Results of the Mulliken charge analysis, in e, for atoms 1 through 2: atom 1 (C): -0.784, atom 2 (C): -0.781

=====

Record 8
Entry from OMol25: a cluster of 2 separate species, C4H12 in total (ωB97M-V/def2-TZVPD).

Last columns: bonded neighbours and bond lengths (Å).
Positions of all 16 atoms, in Å:
1 C 0.82330 0.20649 1.83922  C2 1.575, H3 1.083, H4 1.091, H5 1.078
2 C -0.51330 0.36791 2.65717  C1 1.575, H6 1.080, H7 1.082, H8 1.084
3 H 0.62212 -0.53304 1.07419  C1 1.083
4 H 0.98283 1.14779 1.31095  C1 1.091
5 H 1.66279 -0.01730 2.47758  C1 1.078
6 H -0.30008 0.36362 3.71598  C2 1.080
7 H -0.99094 1.28421 2.33531  C2 1.082
8 H -1.19081 -0.44120 2.40813  C2 1.084
9 C -0.49714 -0.84522 -2.65218  C10 1.531, H11 1.091, H12 1.083, H13 1.098
10 C 0.19897 0.25684 -1.84985  C9 1.531, H14 1.092, H15 1.090, H16 1.085
11 H -0.10338 -1.84597 -2.46800  C9 1.091
12 H -1.57708 -0.76276 -2.66229  C9 1.083
13 H -0.27893 -0.72990 -3.72229  C9 1.098
14 H -0.23395 1.22687 -2.10178  C10 1.092
15 H 1.23747 0.28096 -2.18016  C10 1.090
16 H 0.04816 0.12555 -0.78343  C10 1.085

Properties
gap between HOMO and LUMO: 12.7 eV
calculated total energy: -159.5706 a.u.
SMILES: CC.CC
energy above the lowest of the compared OMol25 structures with the same formula, charge and spin: 37.8 kJ/mol
HOMO level: -11.592 eV

Results of the Mulliken charge analysis, in e, for atoms 1 through 2: atom 1 (C): -0.712, atom 2 (C): -0.816

=====

Record 9
Entry from OMol25: a cluster of 2 separate species, C4H12 in total (ωB97M-V/def2-TZVPD).

Last columns: bonded neighbours and bond lengths (Å).
Positions of all 16 atoms, in Å:
1 C 0.18109 -1.23989 0.40341  C2 1.530, H4 1.140, H5 1.057, H6 1.141
2 C 1.60784 -1.76273 0.57804  C1 1.530, C3 1.611, H7 1.109, H8 1.051
3 C 2.34694 -1.10937 1.85176  C2 1.611, H9 1.120, H10 1.089, H11 1.122
4 H -0.50043 -1.74809 1.16234  C1 1.140
5 H -0.16973 -1.26976 -0.59300  C1 1.057
6 H 0.10220 -0.17640 0.81048  C1 1.141
7 H 2.16005 -1.62176 -0.37334  C2 1.109
8 H 1.72317 -2.80705 0.54574  C2 1.051
9 H 3.32304 -0.58754 1.67880  C3 1.120
10 H 1.80475 -0.20041 2.10706  C3 1.089
11 H 2.20884 -1.89416 2.64126  C3 1.122
12 C -3.53466 3.47136 -2.45464  H13 1.109, H14 1.083, H15 1.002, H16 1.069
13 H -2.74048 3.66617 -3.20396  C12 1.109
14 H -3.56100 4.29581 -1.75363  C12 1.083
15 H -3.57242 2.49589 -2.22911  C12 1.002
16 H -4.38527 3.69105 -3.06404  C12 1.069

Properties
gap between HOMO and LUMO: 12.0 eV
calculated total energy: -159.5404 a.u.
SMILES: CCC.C
energy above the lowest of the compared OMol25 structures with the same formula, charge and spin: 117.0 kJ/mol
HOMO level: -10.985 eV

Results of the Mulliken charge analysis, in e, for atoms 1 through 2: atom 1 (C): -1.008, atom 2 (C): -0.373

=====

Record 10
Entry from OMol25: a cluster of 2 separate species, C4H12 in total (ωB97M-V/def2-TZVPD).

Last columns: bonded neighbours and bond lengths (Å).
Positions of all 16 atoms, in Å:
1 C -1.43396 1.14328 1.16863  C2 1.537, H3 1.086, H4 1.081, H5 1.089
2 C -1.03805 2.47005 0.50095  C1 1.537, H6 1.091, H7 1.094, H8 1.090
3 H -0.85081 0.32225 0.76086  C1 1.086
4 H -1.45450 1.32497 2.23362  C1 1.081
5 H -2.46734 0.86859 0.96122  C1 1.089
6 H -0.16125 2.49918 -0.14811  C2 1.091
7 H -0.74709 3.19897 1.26264  C2 1.094
8 H -1.86705 2.92041 -0.04559  C2 1.090
9 C 0.67787 -2.34139 -0.91034  C10 1.525, H11 1.090, H12 1.089, H13 1.086
10 C 1.78962 -1.31254 -0.73015  C9 1.525, H14 1.095, H15 1.087, H16 1.094
11 H 0.68223 -3.21993 -0.26492  C9 1.090
12 H -0.22001 -1.80327 -0.61028  C9 1.089
13 H 0.65687 -2.68555 -1.94042  C9 1.086
14 H 1.75511 -0.70934 -1.64284  C10 1.095
15 H 1.64104 -0.67992 0.14116  C10 1.087
16 H 2.84190 -1.61139 -0.76156  C10 1.094

Properties
gap between HOMO and LUMO: 12.7 eV
calculated total energy: -159.5660 a.u.
SMILES: CC.CC
energy above the lowest of the compared OMol25 structures with the same formula, charge and spin: 49.7 kJ/mol
HOMO level: -11.576 eV

Results of the Mulliken charge analysis, in e, for atoms 1 through 2: atom 1 (C): -0.540, atom 2 (C): -0.842

=====

Which value of calculated total energy does entry 6 give?
-159.5502 a.u.